Computed, not measured: an isolated ion of composition C5H9N2 and charge +1 at a distorted geometry, with ωB97M-V/def2-TZVPD.

Properties
SMILES	CCc1c[nH]c[nH+]1
2S+1	1
LUMO energy	-3.702	eV
total charge	+1
ΔE to the lowest compared entry with this formula, charge and spin	54.4	kcal per mole

Last column: Mulliken charge in e.
Positions of all 16 atoms, in Å:
C1 -0.3643 -0.4648 -2.6332  -1.20
C2 0.4830 -0.9662 -1.4221  -0.28
C3 0.0341 -0.1207 -0.2414  0.23
C4 -0.5660 1.0404 0.1329  -0.31
N1 -0.4024 1.2528 1.5909  -0.12
C5 0.1612 0.0973 2.0688  -0.16
N2 0.6327 -0.6577 1.0666  -0.06
H1 -0.2949 0.6942 -2.8463  0.27
H2 -0.1076 -0.9839 -3.7010  0.31
H3 -1.3627 -0.5885 -2.3451  0.40
H4 1.6124 -0.8074 -1.5691  0.31
H5 0.4968 -2.0720 -1.3713  0.35
H6 -1.1233 1.7506 -0.6029  0.31
H7 -1.0505 1.9111 2.1150  0.34
H8 0.4351 -0.1604 3.1547  0.35
H9 1.2949 -1.4254 1.1336  0.27